A molecular structure, FHINO2S, computed with ωB97M-V with the def2-TZVPD basis set.

The calculation puts the molar mass at 224.98 g/mol. The value obtained for the LUMO energy is -1.090 eV. The spin multiplicity is 1. For the HOMO energy, the calculation gives -10.12 eV.

The geometry in XYZ format:
```
7
Properties=species:S:1:pos:R:3:forces:R:3
O 0.996874 0.641508 1.443200 -0.256 -0.472 0.135
S -0.128351 0.311928 0.643913 1.232 1.659 -0.463
O -0.958093 1.378198 0.202902 -0.479 -0.477 0.093
F -0.990873 -0.727589 1.386408 -0.248 -0.456 0.095
N 0.384911 -0.640436 -0.601781 -0.125 -0.201 0.275
I 0.969367 0.412303 -2.249010 0.008 -0.126 -0.005
H -0.273835 -1.375912 -0.825632 -0.132 0.073 -0.131
```
Positions in Å, forces in eV/Å.

Okay, here come the Mulliken numbers, in e, for every atom:
1. O -0.509
2. S 1.155
3. O -0.507
4. F -0.187
5. N -0.556
6. I 0.259
7. H 0.344

---

7 unconnected molecules or ions with the total composition C7H28O7, computed with ωB97M-V with the def2-TZVPD basis set.

The calculation puts the molar mass at 224.29 g/mol. The value obtained for the LUMO energy is 0.507 eV. The spin multiplicity is 1. For the HOMO energy, the calculation gives -9.46 eV. As for the SMILES: CO.CO.CO.CO.CO.CO.CO.

The geometry in XYZ format:
```
42
Properties=species:S:1:pos:R:3:forces:R:3
C -0.082438 0.417252 0.230497 0.538 0.966 0.787
O 0.536606 -0.433449 -0.699706 -0.786 -0.340 -0.006
H 0.610323 0.610507 1.049554 0.015 -0.154 0.413
H -0.302412 1.419222 -0.137963 -0.147 0.048 -0.595
H -1.009337 0.041680 0.663979 0.214 -0.507 -0.370
H 1.177611 0.075922 -1.200962 0.376 0.260 0.034
C -0.115850 -3.861722 -0.969517 -0.724 0.754 -0.481
O -0.971362 -2.676962 -0.926496 0.471 -2.029 0.000
H -0.665341 -4.707746 -1.382321 -0.458 0.161 0.201
H 0.693232 -3.728067 -1.687579 0.315 0.246 0.197
H 0.286602 -4.165055 -0.003015 -0.052 0.264 0.146
H -0.399557 -1.948974 -0.672185 0.272 0.313 -0.118
C 1.038363 -2.054137 -4.037303 0.024 0.046 -0.230
O 0.107084 -1.221097 -4.727000 0.245 0.014 0.120
H 0.559255 -2.946719 -3.634998 -0.120 0.127 0.092
H 1.861567 -2.385729 -4.670143 0.042 0.051 -0.232
H 1.486357 -1.472243 -3.231820 -0.249 -0.088 0.118
H 0.107577 -1.437555 -5.662281 0.016 -0.113 0.064
C 0.354693 3.689322 3.244641 0.360 -0.712 0.205
O 1.696424 3.524285 3.745362 -0.416 0.873 -0.295
H 0.224879 4.697117 2.850187 0.427 -0.039 0.082
H 0.147900 2.974876 2.447835 0.027 -0.019 -0.190
H -0.420658 3.541574 3.996380 0.129 -0.018 0.308
H 1.882412 2.658522 4.116130 -0.549 -0.114 -0.131
C 2.940244 1.245850 -2.840819 0.817 0.838 -0.936
O 2.581406 1.372324 -1.491422 -0.764 -0.336 0.598
H 2.319520 1.772738 -3.565519 -0.775 -0.227 0.243
H 3.887896 1.763771 -2.988561 0.521 -0.502 -0.046
H 2.994441 0.191875 -3.113350 0.117 0.161 0.123
H 2.176509 2.224776 -1.315402 0.084 0.122 -0.116
C -3.471983 1.814733 1.109109 -1.172 -0.712 -0.390
O -3.054432 0.935032 2.107066 0.778 -0.574 1.301
H -2.870126 1.645510 0.216228 0.189 0.876 -0.117
H -4.489822 1.521139 0.852399 -0.303 0.351 -0.354
H -3.539890 2.811133 1.545768 0.539 0.033 -0.419
H -3.203178 0.032586 1.815407 -0.078 0.057 -0.071
C -0.624383 -1.167735 3.426853 0.095 -0.399 -0.933
O -1.012674 -2.047836 2.344164 0.234 0.457 0.642
H -1.131942 -1.443880 4.351093 0.063 0.132 0.077
H 0.456064 -1.270016 3.528157 -0.090 -0.161 0.152
H -0.819173 -0.133499 3.143095 -0.190 0.106 0.247
H -1.942407 -1.879326 2.174458 -0.035 -0.211 -0.119
```
Positions in Å, forces in eV/Å.

Okay, here come the Mulliken numbers, in e, for every atom:
1. C -0.448
2. O -0.525
3. H 0.270
4. H 0.340
5. H 0.069
6. H 0.282
7. C -0.636
8. O -0.497
9. H 0.316
10. H 0.153
11. H 0.245
12. H 0.441
13. C -0.255
14. O -0.532
15. H 0.131
16. H 0.399
17. H -0.045
18. H 0.292
19. C -0.275
20. O -0.523
21. H 0.282
22. H -0.024
23. H 0.260
24. H 0.292
25. C -0.602
26. O -0.543
27. H 0.294
28. H 0.302
29. H 0.246
30. H 0.295
31. C -0.613
32. O -0.451
33. H 0.240
34. H 0.341
35. H 0.199
36. H 0.263
37. C -0.531
38. O -0.423
39. H 0.305
40. H 0.243
41. H 0.169
42. H 0.259

---

The lowest molar mass belongs to which entry?
C7H28O7

---

The highest molar mass belongs to which entry?
FHINO2S

---

Among the records above, which one has the lowest molar mass?
C7H28O7